Entry 1:
DFT (ωB97M-V/def2-TZVPD) results for a structure of composition C26H22BrCl5IrN2O4S at a distorted geometry.

Output
M, g mol⁻¹: 907.925
Orbital gap (spin up / spin down), eV: 7.68 / 4.72
Charge: +1
Spin multiplicity: 5
Calculated total energy, eV: -184807.0164
HOMO level (spin up / spin down), eV: -10.242 / -10.669

Positions of all 62 atoms, in Å:
Ir  0.0395  -0.3467  -0.3780
O  5.3460  1.2459  -2.1746
C  5.3596  0.6346  -0.9570
C  6.5513  0.3150  -0.3121
C  6.5312  -0.2994  0.9276
C  5.3232  -0.6046  1.5372
C  4.1370  -0.2857  0.8961
C  4.1410  0.3341  -0.3460
C  2.8213  0.6942  -1.0210
O  1.9749  -0.3698  -1.1756
N  2.1929  1.7480  -0.1998
N  0.8800  1.8123  -0.2009
C  0.2213  2.6912  0.4661
C  -1.2173  2.7866  0.3427
Br  -1.9489  1.8641  -1.1713
C  -2.0151  3.4751  1.1559
C  -3.4690  3.6751  0.9797
C  -3.9123  4.5557  -0.0063
C  -5.2659  4.8113  -0.1559
C  -6.1871  4.1855  0.6706
C  -5.7524  3.2977  1.6437
C  -4.3980  3.0473  1.8039
H  6.2465  1.3547  -2.4944
H  7.4947  0.5552  -0.7912
H  7.4652  -0.5411  1.4171
H  5.3068  -1.0843  2.5069
H  3.1859  -0.5342  1.3538
H  3.0619  1.1312  -1.9991
H  2.7476  2.3258  0.4152
H  0.7253  3.4089  1.1121
H  -1.5548  3.9675  2.0095
H  -3.1885  5.0401  -0.6499
H  -5.6012  5.5047  -0.9159
H  -7.2434  4.3919  0.5597
H  -6.4719  2.8038  2.2837
H  -4.0597  2.3526  2.5641
Cl  -4.0069  -2.9275  5.1076
C  -3.4209  -2.3789  3.6149
C  -2.2113  -1.6491  3.5644
Cl  -1.3464  -1.3123  5.0012
C  -1.7431  -1.2111  2.3536
Cl  -0.2718  -0.3397  2.2328
C  -2.4579  -1.4308  1.1256
O  -2.0648  -0.9780  0.0298
C  -3.6813  -2.1871  1.2201
Cl  -4.5184  -2.4862  -0.2288
C  -4.1419  -2.6507  2.4327
Cl  -5.5899  -3.5559  2.5091
O  0.1286  -2.6410  -0.3811
S  -0.0721  -3.5357  -1.5950
C  1.5546  -4.3278  -1.8722
C  1.9018  -4.1048  -3.3366
C  1.5056  -2.6621  -3.6338
C  0.0810  -2.5146  -3.1175
H  1.4901  -5.3764  -1.5879
H  2.2304  -3.7988  -1.1991
H  1.3304  -4.7923  -3.9658
H  2.9598  -4.2911  -3.5180
H  1.5607  -2.4335  -4.6981
H  2.1569  -1.9716  -3.0968
H  -0.6586  -2.8928  -3.8239
H  -0.1824  -1.4943  -2.8336


Entry 2:
DFT (ωB97M-V/def2-TZVPD) results for a structure of composition C26H22CdN8O2S2Se2 at a distorted geometry.

Output
M, g mol⁻¹: 812.982
Orbital gap, eV: 5.50
Charge: -2
Calculated total energy, eV: -200263.3685
HOMO level, eV: -1.299

Positions of all 63 atoms, in Å:
Cd  0.3481  0.0378  -0.6074
N  0.6426  -4.0839  1.5323
C  0.9336  -2.8557  0.9525
S  0.7409  -2.6307  -0.7514
N  1.3466  -1.9912  1.8105
N  1.5857  -0.7268  1.3388
C  2.1328  0.0164  2.2177
C  2.4144  1.4271  2.0946
C  3.0343  1.9777  3.2038
C  3.4307  3.3224  3.2712
C  3.1568  4.1176  2.1496
C  2.4920  3.6053  1.0454
C  2.0802  2.2398  0.9373
O  1.5316  1.8099  -0.1187
H  0.0046  -4.6241  0.9717
H  0.3536  -3.9714  2.4930
H  2.4645  -0.4444  3.1508
H  3.2234  1.3380  4.0536
H  3.9771  3.6995  4.1419
H  3.4703  5.1667  2.1637
H  2.3053  4.2097  0.1387
N  -2.8392  -3.7357  -2.8557
C  -2.6244  -2.5959  -2.1423
S  -1.7622  -1.2625  -3.0948
N  -2.8670  -2.5623  -0.9045
N  -2.5215  -1.4462  -0.1741
C  -2.5525  -1.6932  1.0859
C  -2.2170  -0.8414  2.2049
C  -2.4835  -1.4050  3.4524
C  -2.0909  -0.8472  4.6492
C  -1.4076  0.3914  4.6327
C  -1.1373  0.9826  3.4120
C  -1.4678  0.3566  2.1570
O  -1.0543  0.8927  1.0624
H  -2.5530  -3.7487  -3.8394
H  -2.6695  -4.5716  -2.3337
H  -2.8361  -2.7100  1.4005
H  -2.9510  -2.3729  3.4233
H  -2.2893  -1.3344  5.5918
H  -1.0493  0.8552  5.5530
H  -0.5521  1.9072  3.3682
Se  0.4956  1.4116  -4.3375
Se  -2.2153  -1.6212  -5.2094
C  -2.5520  0.2662  -2.5735
C  -3.7632  0.7601  -3.0096
C  -4.2098  1.9563  -2.4647
C  -3.4317  2.5857  -1.5048
C  -2.2033  1.9955  -1.1628
N  -1.7765  0.8751  -1.7119
C  1.9496  0.4826  -3.6813
C  3.0685  0.2884  -4.5270
C  4.1988  -0.3274  -4.0529
C  4.2045  -0.7555  -2.7208
C  3.0733  -0.5711  -1.9679
N  1.9527  -0.0076  -2.4207
H  -4.2951  0.2158  -3.7914
H  -5.1681  2.3625  -2.7613
H  -3.7185  3.5364  -1.0401
H  -1.5522  2.4705  -0.4396
H  3.0261  0.6408  -5.5546
H  5.0408  -0.4455  -4.7105
H  5.0927  -1.1717  -2.2714
H  3.0395  -0.8456  -0.9244


Entry 3:
DFT (ωB97M-V/def2-TZVPD) results for a structure of composition C26H22F3O12P2SbV at a distorted geometry.

Output
M, g mol⁻¹: 818.096
Orbital gap (spin up / spin down), eV: 6.19 / 7.81
Charge: -2
Spin multiplicity: 4
Calculated total energy, eV: -110857.6840
HOMO level (spin up / spin down), eV: -2.052 / -3.672

Positions of all 67 atoms, in Å:
V  0.9353  -1.8432  -0.2712
O  0.3767  -1.3705  3.5393
C  1.0140  -1.7955  2.5796
O  0.5969  -2.5795  1.6596
C  2.5306  -1.4821  2.4313
C  3.1829  -2.6920  1.7347
C  4.6866  -2.7502  1.9804
C  5.1861  -1.5716  1.1148
C  3.8848  -1.0878  0.4832
O  3.1055  -2.2954  0.3395
C  2.9785  -0.3264  1.4643
C  1.9572  0.3992  0.5581
O  2.4218  1.2029  -0.2634
O  0.7314  0.0742  0.6722
H  2.9353  -1.2895  3.4271
H  2.6425  -3.6221  1.8616
H  5.0948  -3.6982  1.6313
H  4.9204  -2.6385  3.0398
H  5.8784  -1.9099  0.3444
H  5.6698  -0.7817  1.6906
H  3.9925  -0.6084  -0.4830
H  3.5103  0.4576  2.0085
O  1.4593  -4.2088  -3.7512
P  2.0795  -4.0022  -2.2841
O  3.0452  -5.0712  -1.9786
O  0.9775  -3.7052  -1.2850
O  2.8419  -2.5488  -2.4769
P  2.1073  -1.2582  -3.1106
O  3.1555  -0.0788  -2.8496
O  1.8804  -1.5071  -4.5544
O  0.9222  -0.9678  -2.2072
H  1.4381  -3.3697  -4.2555
H  2.8949  0.4380  -2.0617
F  -5.8233  5.0181  -3.4179
C  -4.8180  4.2893  -2.8557
C  -4.9944  2.9351  -2.6757
C  -3.9622  2.2078  -2.0932
C  -2.7670  2.8044  -1.6913
C  -2.6352  4.1722  -1.9252
C  -3.6520  4.9299  -2.4939
Sb  -1.0630  1.6394  -0.9519
C  -2.2231  -0.1158  -0.5574
C  -1.8530  -1.3409  -1.1117
C  -2.5350  -2.5150  -0.8052
C  -3.6181  -2.4313  0.0410
F  -4.3087  -3.5591  0.3479
C  -4.0368  -1.2374  0.5962
C  -3.3259  -0.0851  0.2957
C  -1.1839  2.3807  1.0686
C  -1.1832  3.7499  1.3155
C  -1.1594  4.2635  2.6078
C  -1.1174  3.3713  3.6580
F  -1.0844  3.8632  4.9295
C  -1.0920  2.0058  3.4671
C  -1.1302  1.5210  2.1675
H  -5.9184  2.4629  -2.9832
H  -4.1074  1.1437  -1.9479
H  -1.7127  4.6871  -1.6784
H  -3.5442  5.9928  -2.6662
H  -1.0233  -1.3918  -1.8126
H  -2.2138  -3.4659  -1.2085
H  -4.8875  -1.2253  1.2648
H  -3.6331  0.8494  0.7523
H  -1.1961  4.4596  0.4960
H  -1.1585  5.3280  2.8016
H  -1.0063  1.3306  4.3079
H  -1.0667  0.4500  2.0304


Entry 4:
DFT (ωB97M-V/def2-TZVPD) results for the molecule C26H22N6O3 at a distorted geometry.

Output
SMILES: [H]/N=c1\c(C(=O)NCc2ccc(OC)cc2)cc2c(=O)n3ccccc3nc2n1Cc1cccnc1
M, g mol⁻¹: 466.501
Orbital gap, eV: 7.45
Calculated total energy, eV: -42403.3315
HOMO level, eV: -8.011

Positions of all 57 atoms, in Å:
H  3.6075  0.6768  1.5923
N  2.8275  0.9565  2.1776
C  1.6918  0.8049  1.6282
C  1.4010  0.2317  0.3112
C  2.5511  -0.2806  -0.4863
O  3.6658  0.2102  -0.4418
N  2.2666  -1.3689  -1.2376
C  3.2096  -1.9243  -2.1866
C  2.7466  -1.6948  -3.6011
C  2.5668  -0.3944  -4.0661
C  2.1174  -0.1609  -5.3459
C  1.8360  -1.2279  -6.2026
O  1.4013  -0.8898  -7.4478
C  1.1042  -1.9185  -8.3595
C  2.0130  -2.5277  -5.7443
C  2.4599  -2.7489  -4.4512
C  0.1346  0.2123  -0.1710
C  -0.9487  0.6940  0.6087
C  -2.2844  0.6546  0.1134
O  -2.6580  0.2466  -0.9690
N  -3.2618  1.1558  1.0465
C  -4.5645  1.1501  0.6591
C  -5.5529  1.6006  1.4703
C  -5.2188  2.0863  2.7540
C  -3.9177  2.0967  3.1486
C  -2.8898  1.6249  2.2898
N  -1.6495  1.6510  2.7047
C  -0.6835  1.1877  1.8955
N  0.5762  1.2197  2.3674
C  0.7911  1.7188  3.7152
C  0.0422  0.9001  4.7247
C  -0.6618  1.4903  5.7663
C  -1.3434  0.6856  6.6635
C  -1.3018  -0.6876  6.4786
N  -0.6323  -1.2632  5.4944
C  0.0239  -0.4905  4.6499
H  1.3242  -1.7231  -1.2667
H  4.1591  -1.4122  -2.0033
H  3.3348  -2.9941  -1.9918
H  2.7874  0.4364  -3.4120
H  1.9764  0.8425  -5.7150
H  1.9844  -2.5336  -8.5734
H  0.2934  -2.5579  -7.9951
H  0.7845  -1.4195  -9.2730
H  1.8057  -3.3757  -6.3779
H  2.5913  -3.7657  -4.1087
H  -0.1032  -0.1425  -1.1644
H  -4.7271  0.7599  -0.3360
H  -6.5767  1.5847  1.1368
H  -5.9972  2.4437  3.4098
H  -3.6044  2.4512  4.1162
H  0.4667  2.7612  3.7682
H  1.8728  1.6566  3.8748
H  -0.6774  2.5662  5.8679
H  -1.8992  1.1137  7.4839
H  -1.8248  -1.3616  7.1443
H  0.5644  -1.0076  3.8666